The following is a DFT calculation (wB97M-V/def2-TZVPD) of a structure of composition C16H10Cl5N10O2S2Ti in a non-equilibrium geometry.

The geometry in XYZ format:
```
46
Properties=species:S:1:pos:R:3:lowdin_charge:R:1
Ti 0.2027 0.9705 -0.2131 0.527
Cl -1.6689 0.6811 6.7993 0.649
C -1.3720 0.5842 5.1082 -0.724
C -0.9279 1.7085 4.4059 -0.709
Cl -0.6219 3.1727 5.2453 0.687
C -0.7331 1.6369 3.0399 -0.564
Cl -0.0913 2.9178 2.0779 0.759
C -1.0347 0.4500 2.3127 -0.475
O -0.9979 0.4176 1.0338 -0.289
C -1.4006 -0.6892 3.0621 -0.622
Cl -1.5688 -2.1357 2.1520 0.730
C -1.5569 -0.6296 4.4312 -0.716
Cl -1.9541 -2.0510 5.3047 0.672
S 1.6668 2.7836 -1.0458 0.583
C 0.7149 2.4988 -2.4736 -0.760
C 1.3734 2.4097 -3.7033 -0.295
N 1.9190 2.3351 -4.7152 0.152
C -0.6614 2.3832 -2.4167 -0.729
S -1.5241 2.6116 -0.9070 0.631
C -1.4435 2.0136 -3.5106 -0.295
N -2.1437 1.6415 -4.3499 0.169
N 2.7711 -2.1140 2.9217 0.131
N 2.4891 -0.8857 2.3756 -0.243
N 3.2458 0.1881 2.5560 0.145
C 2.6684 1.0793 1.7810 -0.179
N 1.5987 0.5825 1.1440 -0.134
N 1.4689 -0.6858 1.5299 0.144
H 2.8983 -2.0314 3.9294 0.104
H 1.9941 -2.7358 2.7101 0.101
H 3.0251 2.0843 1.6643 0.114
C 1.7276 -2.1543 -3.4547 -0.030
N 0.4631 -1.6561 -2.9738 -0.061
C -0.7363 -2.1623 -3.4634 -0.103
C -1.9324 -1.7048 -2.9515 -0.056
C -1.9199 -0.7477 -1.9425 -0.395
N -0.7189 -0.2964 -1.4633 0.012
C 0.4321 -0.7254 -1.9849 -0.523
O 1.4725 -0.2058 -1.5181 -0.083
N -3.0524 -0.2369 -1.3644 0.116
H 1.9076 -3.1669 -3.0770 0.088
H 2.5118 -1.4888 -3.0976 0.088
H 1.7412 -2.1636 -4.5449 0.089
H -0.6625 -2.8528 -4.2828 0.089
H -2.8630 -2.0793 -3.3444 0.100
H -3.8374 -0.1426 -1.9892 0.091
H -2.8699 0.5931 -0.7990 0.012
```

For the calculated total energy, the calculation gives -5260.68183 hartree. The calculation puts the energy relative to the best compared isomer or geometry (same formula, charge and spin) at 229.4 kJ/mol. The net charge is -1. Its LUMO energy (spin up / spin down) is 1.95 / 1.95 eV. As for the maximum force: 4.40 eV Å⁻¹. The spin multiplicity is 3. The HOMO-LUMO gap (spin up / spin down) is 0.154 / 0.238 Eh.